1.
Formula: C13H18FeN
Source: the OMol25 dataset
Level of theory: wB97M-V/def2-TZVPD

- E_LUMO (alpha / beta): 0.123 / 0.120 Ha
- Gap between HOMO and LUMO (alpha / beta): 3.146 / 6.716 eV
- Total energy: -1824.29568 Eh
- Expectation value of S²: 6.085
- Strongest force on any atom: 2.93 eV/Å
- Energy relative to the best compared isomer or geometry (same formula, charge and spin): 27.6 kJ/mol

```
! wB97M-V def2-TZVPD RIJCOSX def2/J DEFGRID3
* xyz -1 5
Fe 1.18 -2.63 4.29
N 0.06 -1.05 1.24
C 2.32 -1.99 2.81
C 2.83 -3.71 4.30
C -0.14 -1.99 5.67
C -0.31 -3.91 4.28
C 2.97 -2.45 5.02
C -2.09 -2.33 1.47
C -0.57 -1.59 4.37
C -0.69 -2.54 1.92
C 0.02 -3.46 5.66
C -0.53 -2.73 3.44
C 2.42 -3.42 2.95
C 2.64 -1.37 4.09
C 0.85 -0.66 0.05
H 1.29 0.34 0.22
H 2.65 -0.30 4.29
H 2.29 -4.14 2.15
H -0.36 -4.96 4.02
H 0.57 -0.81 2.10
H 0.21 -0.57 -0.84
H -0.80 -0.49 1.26
H -2.65 -3.26 1.53
H 3.31 -2.32 6.04
H 2.22 -1.47 1.88
H 0.00 -1.38 6.54
H -2.61 -1.59 2.08
H 0.30 -4.08 6.52
H -2.13 -1.95 0.45
H 3.08 -4.68 4.69
H -0.92 -0.61 4.10
H 1.67 -1.35 -0.19
H 0.00 -3.15 1.37
*
```

=====

2.
Formula: C13H18InN3O3S
Source: the OMol25 dataset
Level of theory: wB97M-V/def2-TZVPD

- E_LUMO (alpha / beta): -0.343 / -0.343 Ha
- Gap between HOMO and LUMO (alpha / beta): 5.014 / 5.016 eV
- Total energy: -1483.87205 Eh
- Strongest force on any atom: 3.94 eV/Å
- Energy relative to the best compared isomer or geometry (same formula, charge and spin): 165.4 kJ/mol

```
! wB97M-V def2-TZVPD RIJCOSX def2/J DEFGRID3
* xyz 2 1
In 0.96 -0.93 -0.46
S -1.17 -4.11 2.49
O 3.36 -1.29 -0.75
O 1.47 1.07 0.72
O 0.88 0.74 -1.89
N 0.01 -2.40 1.08
N 1.35 -3.14 2.85
N -1.19 -2.55 0.49
C 0.43 2.73 -0.63
C -0.68 2.20 -2.78
C 0.23 -3.14 2.14
C -1.95 -3.39 1.08
C 1.32 3.20 1.71
C 1.10 2.25 0.59
C -4.27 -2.55 1.10
C -0.05 4.02 -0.76
C -1.10 3.50 -2.89
C -0.77 4.42 -1.89
C 3.83 -0.58 -1.89
C 0.21 1.80 -1.73
C -3.34 -3.70 0.69
H 3.99 -1.15 -0.03
H -4.24 -2.39 2.17
H -3.39 -3.84 -0.39
H 1.81 2.70 2.54
H -3.66 -4.62 1.19
H 3.99 0.48 -1.66
H 0.38 3.62 2.05
H -1.71 3.80 -3.73
H 2.11 -2.53 2.58
H -1.10 5.44 -1.98
H 4.77 -1.02 -2.24
H 1.95 4.02 1.37
H -0.92 1.45 -3.53
H 0.09 4.75 0.03
H -5.29 -2.78 0.81
H -3.97 -1.63 0.59
H 1.48 -3.74 3.64
H 3.08 -0.69 -2.67
*
```

=====

3.
Formula: C13H18N2O7
Source: the OMol25 dataset
Level of theory: wB97M-V/def2-TZVPD

- E_LUMO: 0.007 Ha
- Gap between HOMO and LUMO: 8.268 eV
- Total energy: -1142.42864 Eh
- Strongest force on any atom: 3.29 eV/Å
- Energy relative to the best compared isomer or geometry (same formula, charge and spin): 29.8 kJ/mol

```
! wB97M-V def2-TZVPD RIJCOSX def2/J DEFGRID3
* xyz 0 1
O 1.28 -2.96 -3.59
O 2.57 -2.36 4.41
O -0.63 -1.98 0.33
O -1.23 -3.17 2.16
O -0.17 4.22 0.02
O 1.75 -3.03 2.44
O -2.16 4.70 -0.80
N 0.68 -0.69 4.88
N -2.49 2.07 -1.68
C 0.97 -1.67 -3.26
C 1.84 -0.85 -2.53
C -0.14 2.40 -2.26
C -1.24 3.93 -0.62
C -0.24 -1.08 2.54
C 1.63 -2.42 3.48
C 0.23 0.97 -2.62
C 0.36 -1.66 3.83
C -1.21 2.52 -1.17
C -0.60 0.15 -3.37
C -0.67 -2.11 1.54
C -0.24 -1.15 -3.70
C 1.47 0.45 -2.20
H -2.90 2.82 -2.22
H 2.14 -3.19 -3.19
H -1.12 -0.51 2.75
H 0.78 2.94 -1.93
H -1.51 -3.82 1.47
H -0.87 -1.76 -4.31
H -0.94 1.85 -0.34
H 2.84 -1.23 -2.25
H -1.57 0.56 -3.73
H 2.21 -1.78 5.14
H -0.32 5.14 0.34
H 0.97 0.18 4.44
H -0.14 -0.47 5.43
H -0.53 2.91 -3.16
H 2.16 1.07 -1.59
H -0.35 -2.41 4.21
H 0.49 -0.46 2.06
H -3.12 1.83 -0.93
*
```

=====

4.
Formula: C13H18N4O
Source: the OMol25 dataset
Level of theory: wB97M-V/def2-TZVPD

- E_LUMO: 0.027 Ha
- Gap between HOMO and LUMO: 9.112 eV
- Total energy: -800.42902 Eh
- Strongest force on any atom: 1.62 eV/Å
- Energy relative to the best compared isomer or geometry (same formula, charge and spin): 70.8 kJ/mol

```
! wB97M-V def2-TZVPD RIJCOSX def2/J DEFGRID3
* xyz 0 1
O -2.19 0.81 0.05
N -1.92 -0.73 1.79
N -0.86 -1.37 2.28
N 1.08 3.51 -2.09
N -2.27 2.72 -1.14
C -0.65 -1.11 -2.23
C -0.05 -0.29 0.57
C -1.43 -0.07 0.76
C 1.75 -1.61 -1.78
C -1.48 1.72 -0.67
C -0.14 1.62 -0.90
C 0.52 2.65 -1.57
C 0.65 0.36 -0.59
C 0.30 -1.14 1.61
C 1.67 -3.22 1.82
C 2.81 -0.97 1.73
C 1.56 -1.73 2.16
C 0.71 -0.51 -1.88
H 1.67 0.64 -0.32
H 2.99 -1.09 0.67
H 3.67 -1.35 2.27
H -0.98 -1.80 -1.45
H 0.78 -3.76 2.13
H 1.00 0.17 -2.68
H 1.81 -3.37 0.76
H 2.74 -1.20 -1.59
H 1.48 -1.65 3.25
H 1.49 -2.31 -0.99
H 2.53 -3.65 2.34
H 1.80 -2.16 -2.72
H -3.15 2.85 -0.67
H -1.41 -0.34 -2.34
H -0.98 -1.96 3.10
H -1.81 3.54 -1.51
H 2.71 0.09 1.95
H -0.58 -1.66 -3.16
*
```

=====

5.
Formula: C13H19Cl2N2O7P2S
Source: the OMol25 dataset
Level of theory: wB97M-V/def2-TZVPD

- E_LUMO: -0.192 Ha
- Gap between HOMO and LUMO: 7.442 eV
- Total energy: -3143.81472 Eh
- Strongest force on any atom: 6.16 eV/Å

```
! wB97M-V def2-TZVPD RIJCOSX def2/J DEFGRID3
* xyz 1 1
Cl 4.10 -1.43 2.49
Cl 5.01 1.68 3.54
S -3.72 1.54 -0.86
P 1.87 -2.19 -1.16
P 0.42 2.17 2.02
O -0.66 3.03 1.02
O -4.86 1.03 -1.63
O 0.51 2.87 3.55
O -0.18 3.36 -1.19
O 1.95 2.18 1.29
O -4.12 1.50 0.57
O 2.63 -1.86 -2.44
N -0.03 0.67 2.23
N -1.04 -1.76 -1.38
C -2.19 0.51 -0.98
C -3.48 3.29 -1.37
C -0.55 2.61 -0.32
C -0.83 1.10 -0.72
C -1.73 -4.06 -0.44
C 0.38 0.23 -0.82
C -4.50 -2.18 -2.16
C 0.24 -1.22 -1.15
C 5.68 0.79 2.15
C -2.21 -0.97 -1.31
C 4.63 -0.07 1.47
C -3.57 -1.67 -1.53
C -1.21 -3.21 -1.71
H 3.75 0.52 1.21
H -2.51 3.48 -1.93
H -1.53 -5.15 -0.62
H -2.81 -3.85 -0.19
H 2.25 3.12 1.20
H -5.41 -2.65 -2.63
H -4.37 3.73 -1.91
H 2.62 -1.87 0.03
H 6.51 0.18 2.51
H -1.13 -3.64 0.45
H -0.16 0.49 3.23
H -1.90 -3.35 -2.61
H -0.24 -3.71 -2.01
H 5.04 -0.50 0.56
H -3.39 3.90 -0.40
H 1.63 -3.61 -1.08
H 1.32 2.52 3.99
H 1.40 0.66 -0.61
H 6.06 1.53 1.45
*
```

=====

6.
Formula: C13H19Cl2NO
Source: the OMol25 dataset
Level of theory: wB97M-V/def2-TZVPD

- E_LUMO: 0.028 Ha
- Gap between HOMO and LUMO: 9.385 eV
- Total energy: -1557.12376 Eh
- Strongest force on any atom: 0.76 eV/Å
- Energy relative to the best compared isomer or geometry (same formula, charge and spin): 25.0 kJ/mol

```
! wB97M-V def2-TZVPD RIJCOSX def2/J DEFGRID3
* xyz 0 1
Cl 3.44 -1.38 0.91
Cl 2.33 1.44 1.18
O -0.75 1.44 2.01
N -2.18 1.05 -2.01
C -1.84 -0.70 -3.67
C -0.08 0.28 1.86
C -3.74 -1.51 -5.12
C -0.56 2.55 1.14
C -0.27 -2.13 2.09
C 1.04 -2.30 1.69
C -2.04 1.57 -0.66
C -3.32 -1.07 -3.73
C -0.67 2.17 -0.33
C 1.26 0.11 1.49
C -1.44 -0.16 -2.30
C -0.82 -0.87 2.17
C 1.80 -1.18 1.39
H -3.58 -0.71 -5.84
H -2.25 0.75 0.03
H -1.23 -1.58 -3.90
H -3.91 -0.21 -3.42
H -0.35 -0.01 -2.28
H 1.48 -3.28 1.61
H -1.63 0.06 -4.43
H 0.40 3.04 1.34
H -3.16 -2.38 -5.44
H -4.80 -1.78 -5.14
H 0.12 1.45 -0.58
H -3.51 -1.88 -3.02
H -1.37 3.23 1.42
H -1.84 -0.72 2.47
H -0.50 3.07 -0.93
H -1.69 -0.89 -1.53
H -2.81 2.34 -0.52
H -1.95 1.77 -2.69
H -0.87 -2.99 2.34
*
```